{"formula": "C5H8N2", "method": "ωB97M-V/def2-TZVPD", "energy_ev": -8291.210, "smiles": "C=C=C(N)/C=C/N", "homo_lumo_gap_ev": [7.327, 7.326], "e_above_lowest_kj_mol": 365.3, "lumo_energy_ev": [0.6941, 0.6943], "elements": ["C", "N", "N", "C", "C", "C", "C", "H", "H", "H", "H", "H", "H", "H", "H"], "positions_angstrom": [[-0.6136, -0.6245, -0.5297], [-1.0961, -1.7192, -1.2013], [2.3072, 0.1820, 1.7027], [0.6655, -0.7020, 0.1447], [1.0712, 0.1385, 1.1072], [-1.7287, 1.7001, -0.8618], [-1.2116, 0.5171, -0.7015], [-0.8878, -2.5927, -0.7259], [-2.0841, -1.6347, -1.4271], [3.0370, -0.2464, 1.1370], [2.5660, 1.1214, 1.9999], [1.3351, -1.4849, -0.1991], [0.4020, 0.9072, 1.4927], [-2.3236, 1.9293, -1.7362], [-1.4384, 2.5089, -0.2015]], "forces_ev_per_a": [[1.24, 0.09, 0.05], [-0.77, -2.17, 0.79], [0.77, 0.10, -0.22], [0.76, -0.48, -0.82], [-0.78, 0.64, -0.20], [0.05, 0.48, -0.13], [-0.63, 1.62, 0.39], [-0.34, -0.14, -0.04], [0.24, -0.09, -0.15], [-0.12, 0.16, 0.36], [-0.02, -0.54, 0.01], [0.27, -0.05, 0.05], [-0.15, -0.24, -0.20], [0.81, 0.56, -0.72], [-1.33, 0.07, 0.84]]}



{"formula": "C5H8N2", "method": "ωB97M-V/def2-TZVPD", "energy_ev": -8291.690, "homo_lumo_gap_ev": 8.672, "e_above_lowest_kj_mol": 319.0, "lumo_energy_ev": 0.3813, "elements": ["C", "N", "C", "C", "C", "C", "N", "H", "H", "H", "H", "H", "H", "H", "H"], "positions_angstrom": [[-1.0272, 0.7114, -1.3678], [-1.5718, 1.2842, -0.1522], [-1.4275, 0.7069, 0.9691], [-0.7080, -0.5445, 1.3141], [0.5850, -0.7799, 1.0445], [1.4370, 0.2061, 0.3629], [2.2816, -0.3640, -0.4680], [-0.7913, -0.3604, -1.3070], [-1.7511, 0.8733, -2.1729], [-0.1102, 1.2489, -1.6314], [-1.9230, 1.1888, 1.8198], [-1.2840, -1.2855, 1.8688], [1.0216, -1.7301, 1.3762], [2.9372, 0.2093, -0.9832], [2.3317, -1.3643, -0.6731]], "forces_ev_per_a": [[0.02, -0.06, -0.15], [0.06, -0.24, 0.33], [-0.06, 0.19, -0.15], [0.20, -0.03, -0.08], [-0.23, 0.09, 0.02], [0.17, -0.39, -0.13], [-0.04, 0.17, 0.06], [-0.04, 0.16, 0.02], [0.11, -0.02, 0.11], [-0.15, -0.06, 0.02], [0.05, -0.07, -0.09], [0.09, 0.09, -0.10], [-0.02, 0.15, -0.07], [-0.11, -0.09, 0.11], [-0.06, 0.10, 0.10]]}



{"formula": "C5H8N2", "method": "ωB97M-V/def2-TZVPD", "energy_ev": -8290.060, "smiles": "C[C@]12CC=NN1C2", "homo_lumo_gap_ev": 9.760, "e_above_lowest_kj_mol": 476.3, "lumo_energy_ev": 0.8622, "elements": ["C", "C", "C", "C", "C", "H", "H", "H", "H", "H", "H", "H", "H", "N", "N"], "positions_angstrom": [[-2.0690, 0.3488, -0.4080], [-0.6464, 0.2340, 0.1748], [0.3687, 1.2113, 0.4403], [1.5877, 0.4704, 0.0033], [-0.2705, -1.0601, 0.9200], [-2.1946, 1.0161, -1.4033], [-2.6891, -0.4931, -0.6946], [-2.5345, 1.0640, 0.3764], [0.4514, 2.2314, -0.2668], [0.5483, 1.6015, 1.4593], [2.6333, 0.8723, 0.2840], [-1.2081, -1.7918, 1.3040], [0.5662, -1.3407, 1.6387], [1.4128, -0.4982, -0.8398], [0.1021, -0.9855, -0.5145]], "forces_ev_per_a": [[-0.30, 4.67, 0.05], [-1.29, -4.74, -0.65], [2.28, 4.16, -0.92], [2.84, 0.72, -1.37], [-1.66, -2.15, 0.81], [1.13, -1.30, 2.09], [0.52, -0.57, 0.89], [-0.26, -1.44, -1.21], [-0.70, -2.52, 1.60], [-0.74, -0.30, -0.29], [-1.66, -0.49, -1.01], [2.43, 1.79, -1.87], [-0.78, 1.55, -0.87], [0.49, -0.22, 3.82], [-2.30, 0.85, -1.08]]}



{"formula": "C5H8N2", "method": "ωB97M-V/def2-TZVPD", "energy_ev": -8290.526, "homo_lumo_gap_ev": 8.228, "e_above_lowest_kj_mol": 431.3, "lumo_energy_ev": 0.5852, "elements": ["C", "C", "C", "N", "C", "C", "N", "H", "H", "H", "H", "H", "H", "H", "H"], "positions_angstrom": [[1.0569, 1.0130, -0.4129], [-1.2651, 0.5406, -1.0796], [-0.6054, -0.7407, -1.4197], [-0.0403, 0.0318, -0.2814], [-0.1554, -0.7100, 0.9907], [0.2225, 0.0892, 2.1595], [0.5561, 0.6856, 3.0911], [1.3985, 1.0345, -1.4478], [1.8877, 0.7930, 0.2628], [0.6283, 1.9900, -0.1788], [-2.1238, 0.3700, -0.4202], [-0.9836, -1.7157, -1.0874], [0.0505, -0.8383, -2.2872], [-1.1998, -1.0187, 1.0923], [0.4627, -1.6180, 0.9881]], "forces_ev_per_a": [[0.17, -0.04, -0.01], [-0.39, -0.09, 0.17], [0.20, -0.15, -0.10], [0.00, 0.15, 0.09], [-0.13, 0.02, 0.01], [0.28, 0.59, 0.82], [-0.34, -0.54, -0.88], [-0.07, -0.09, 0.13], [-0.03, -0.15, -0.12], [0.20, -0.18, 0.02], [-0.08, -0.13, -0.11], [0.12, 0.13, -0.05], [-0.07, 0.20, 0.12], [0.12, 0.04, 0.01], [0.01, 0.24, -0.09]]}



{"formula": "C5H8N2", "method": "ωB97M-V/def2-TZVPD", "energy_ev": -8291.483, "smiles": "C=C=NN1C[C@@H]1C", "homo_lumo_gap_ev": 9.892, "e_above_lowest_kj_mol": 339.0, "lumo_energy_ev": 1.0817, "elements": ["C", "C", "C", "N", "C", "C", "N", "H", "H", "H", "H", "H", "H", "H", "H"], "positions_angstrom": [[0.0675, 0.2891, 1.7113], [1.0400, -0.3832, 0.7755], [0.8429, -1.7846, 0.3402], [0.6650, -0.6967, -0.6146], [-1.2835, 1.6288, -2.2305], [-0.9485, 0.5727, -1.5361], [-0.7115, -0.4559, -0.9004], [-0.8995, -0.2191, 1.7259], [-0.1007, 1.3311, 1.4159], [0.4761, 0.2899, 2.7267], [2.0593, -0.0042, 0.8334], [1.6876, -2.4354, 0.1307], [-0.0654, -2.2797, 0.6755], [-1.5322, 2.5630, -1.7396], [-1.2971, 1.5841, -3.3139]], "forces_ev_per_a": [[-0.06, 0.00, -0.01], [0.12, 0.11, 0.23], [0.01, -0.21, 0.07], [0.11, 0.03, -0.14], [0.03, -0.10, 0.06], [0.06, -0.25, 0.17], [-0.24, 0.54, -0.35], [0.13, 0.07, -0.02], [0.03, -0.12, 0.03], [-0.05, -0.01, -0.14], [-0.15, -0.07, -0.02], [-0.13, 0.11, 0.04], [0.11, 0.09, -0.04], [0.03, -0.15, -0.02], [-0.01, -0.03, 0.14]]}



{"formula": "C5H8N2", "method": "ωB97M-V/def2-TZVPD", "energy_ev": -8294.602, "smiles": "Cn1cccc1N", "homo_lumo_gap_ev": 8.643, "e_above_lowest_kj_mol": 38.1, "lumo_energy_ev": 1.0207, "elements": ["C", "N", "C", "C", "C", "C", "N", "H", "H", "H", "H", "H", "H", "H", "H"], "positions_angstrom": [[-1.2864, -1.3554, 0.3675], [-0.1258, -0.4917, 0.2894], [1.1673, -0.9629, 0.3535], [2.0081, -0.0035, -0.1366], [1.2047, 1.1179, -0.4950], [-0.0992, 0.7876, -0.2149], [-1.3038, 1.5004, -0.4028], [-2.0585, -0.9770, -0.3061], [-0.9880, -2.3540, 0.0359], [-1.6951, -1.4322, 1.3810], [1.3617, -1.9467, 0.7591], [3.0824, -0.0907, -0.2266], [1.5411, 2.0602, -0.9088], [-1.6837, 1.8304, 0.4807], [-1.1249, 2.3176, -0.9762]], "forces_ev_per_a": [[-0.13, -0.07, 0.02], [0.10, 0.11, -0.13], [0.07, -0.07, -0.02], [0.03, -0.03, 0.03], [-0.02, 0.06, 0.00], [0.12, -0.13, 0.03], [0.08, 0.11, 0.04], [0.08, -0.02, 0.13], [-0.13, 0.14, 0.07], [0.07, 0.09, -0.12], [0.01, 0.13, -0.15], [-0.15, 0.05, 0.07], [-0.05, -0.12, 0.13], [0.02, -0.10, -0.12], [-0.08, -0.15, 0.02]]}



{"formula": "C5H8N2", "method": "ωB97M-V/def2-TZVPD", "energy_ev": -8294.849, "smiles": "Cc1c[nH]c(N)c1", "homo_lumo_gap_ev": 8.731, "e_above_lowest_kj_mol": 14.2, "lumo_energy_ev": 1.0469, "elements": ["C", "C", "C", "N", "C", "N", "C", "H", "H", "H", "H", "H", "H", "H", "H"], "positions_angstrom": [[1.9628, -0.8078, -1.1142], [0.6488, -0.4953, -0.4530], [-0.1401, -1.3525, 0.2766], [-1.1438, -0.6115, 0.8606], [-1.0084, 0.7060, 0.5124], [-1.8506, 1.6695, 1.1125], [0.0774, 0.8076, -0.3250], [2.2315, -0.0179, -1.8249], [2.7631, -0.8567, -0.3621], [1.9534, -1.7656, -1.6482], [-0.0600, -2.4210, 0.4484], [-1.8029, -0.9394, 1.5490], [-1.3552, 2.5488, 1.1988], [-2.7068, 1.8316, 0.5931], [0.4309, 1.7042, -0.8240]], "forces_ev_per_a": [[0.01, -0.03, -0.04], [0.03, -0.13, 0.16], [0.12, 0.00, -0.04], [0.00, 0.15, 0.04], [0.09, -0.20, -0.01], [0.00, 0.11, -0.15], [0.01, -0.04, 0.02], [-0.05, -0.19, 0.08], [-0.14, 0.02, -0.20], [-0.04, 0.20, 0.09], [-0.01, 0.29, -0.06], [0.11, 0.07, -0.15], [-0.14, -0.07, 0.02], [0.09, -0.03, 0.02], [-0.08, -0.12, 0.23]]}



{"formula": "C5H8N2", "method": "ωB97M-V/def2-TZVPD", "energy_ev": -8290.478, "smiles": "[H]/N=C(/C)[C@@H]1C/C1=N\\[H]", "homo_lumo_gap_ev": 9.355, "e_above_lowest_kj_mol": 435.9, "lumo_energy_ev": 0.7954, "elements": ["C", "C", "C", "C", "C", "N", "N", "H", "H", "H", "H", "H", "H", "H", "H"], "positions_angstrom": [[0.3728, -0.5773, -0.5729], [0.9429, -0.0602, 0.9173], [-2.1399, -0.4468, -0.1565], [1.7139, -0.1310, -0.3616], [-0.8695, 0.3632, -0.0917], [2.7736, 0.1145, -0.9745], [-0.9900, 1.6200, -0.2195], [0.1421, -1.6373, -0.5659], [3.5275, 0.4724, -0.3892], [-0.1440, 2.1560, -0.0383], [1.1085, -0.8466, 1.6419], [0.9528, 0.9169, 1.3817], [-2.3340, -0.7420, -1.1872], [-2.0743, -1.3563, 0.4396], [-2.9823, 0.1545, 0.1767]], "forces_ev_per_a": [[-2.29, 1.88, 2.52], [2.88, -1.70, 0.48], [-0.07, -0.22, 0.51], [-0.23, 0.63, 0.73], [-0.06, -0.57, -4.85], [0.25, -0.13, -0.49], [0.01, 0.20, 2.03], [0.04, 0.10, 0.09], [-0.21, -0.12, 0.22], [0.22, -0.05, -0.93], [0.27, -0.11, -0.03], [-1.07, 0.12, -0.40], [0.19, -0.01, -0.08], [-0.03, -0.06, 0.06], [0.09, 0.02, 0.12]]}